CH4OS | ωB97M-V/def2-TZVPD

Bonds (Å) are listed after each position.
Atoms and positions in Å:
1 C -0.0221 -0.3182 0.6870  O2 1.339, H4 1.035, H5 1.083
2 O -0.2688 0.8335 1.3230  C1 1.339, H6 0.972
3 S 0.0211 0.5559 -2.4853  H7 1.349
4 H 0.8471 -0.8646 0.8176  C1 1.035
5 H -0.9870 -0.6210 0.2998  C1 1.083
6 H 0.4630 1.2055 1.8436  O2 0.972
7 H -0.0533 -0.7911 -2.4856  S3 1.349

LUMO (spin up / spin down) (eV): 0.336 / -1.760
Kohn-Sham gap (spin up / spin down) (hartree): 0.345 / 0.221
Energy relative to the best compared isomer or geometry (same formula, charge and spin) (kcal/mol): 62.3